1.
Molecular formula: C16H14BaN4O3S
Method: DFT, the ωB97M-V functional and the def2-TZVPD basis

```
39
Properties=species:S:1:pos:R:3:forces:R:3:lowdin_charge:R:1
Ba 0.49584 -0.57633 0.10339 6.325 12.479 6.656 2.279
O 1.08087 -1.94839 -1.21176 1.792 -7.241 -6.065 -0.421
C 0.52594 -2.97400 -1.66177 0.609 -0.488 -0.652 -0.346
O -1.19646 -1.60474 0.24750 -7.489 -5.502 -0.029 -0.342
C -1.53676 -2.58754 -0.40982 -1.714 -0.460 0.534 -0.453
O -2.72459 -3.11808 -0.27156 0.652 0.054 -0.333 0.141
N -0.77953 -3.28507 -1.34040 0.156 0.398 -0.009 0.102
C -2.92105 -4.20527 -1.22740 -0.094 0.098 0.106 -0.020
C -1.53246 -4.46614 -1.81052 0.080 -0.139 -0.024 -0.033
H -3.63835 -3.85483 -1.96203 -0.036 0.020 -0.041 0.146
H -3.32985 -5.04566 -0.68029 -0.007 -0.053 0.032 0.149
H -1.55434 -4.50648 -2.89406 0.028 0.009 -0.067 0.142
H -1.08299 -5.37453 -1.41870 0.082 -0.029 0.013 0.152
C 1.22866 -3.88818 -2.54615 0.179 -0.355 -0.237 -0.049
C 2.51019 -4.20556 -2.34839 -0.197 0.318 -0.011 0.158
H 0.68713 -4.33167 -3.36712 -0.199 -0.159 -0.004 0.123
H 3.07900 -3.79621 -1.52666 0.055 0.050 0.079 0.095
H 3.01698 -4.89605 -3.00622 -0.010 -0.063 -0.020 0.100
N -0.12134 3.99786 1.30721 -1.521 0.081 -1.463 0.189
C 0.90256 3.85794 2.17314 1.235 2.578 1.986 -0.228
C 1.49490 4.82194 2.98649 1.112 -0.208 0.857 0.018
C 2.59431 4.42287 3.77362 -0.952 -0.147 -0.838 -0.045
C 3.06363 3.08808 3.72959 -0.762 -0.506 -0.797 -0.050
C 2.43635 2.13856 2.90019 0.850 1.049 1.087 0.000
C 1.35543 2.57026 2.13895 0.912 -0.393 0.667 -0.297
N 0.62655 1.87718 1.25495 -2.617 0.695 -2.344 -0.029
C -0.26173 2.77163 0.73660 0.113 -1.921 -0.601 -0.227
C -1.24036 2.44266 -0.37183 -0.326 0.864 0.058 -0.300
C -2.15305 3.36261 -0.88350 1.062 -1.314 0.524 -0.312
S -3.03796 2.59502 -2.09698 -1.146 0.549 -0.902 1.111
C -2.24006 1.12317 -1.94544 1.576 1.405 2.210 -0.431
N -1.30323 1.20948 -0.98125 -0.217 -0.463 -0.407 -0.140
H -0.65574 4.87055 1.10024 0.843 -1.314 0.331 0.203
H 1.13647 5.84259 3.00218 0.038 0.014 0.056 0.117
H 3.09028 5.14418 4.40998 -0.057 -0.029 -0.041 0.111
H 3.91536 2.79594 4.33095 -0.065 0.038 -0.027 0.109
H 2.79084 1.11746 2.84669 0.007 0.007 0.037 0.105
H -2.28195 4.38765 -0.56345 -0.255 -0.135 -0.300 0.090
H -2.43948 0.22709 -2.51634 -0.043 0.212 -0.022 0.084
```
Forces are in eV/Å.

The charge is +2. Its HOMO-LUMO gap is 5.8 eV. The energy relative to the best compared isomer or geometry (same formula, charge and spin) comes out at 445.05 kJ/mol. The spin multiplicity is 1. As for the HOMO energy: -13.23 eV. The electronic energy is -40435.706 eV.

---

2.
Molecular formula: C16H14BrINO5Ru
Method: DFT, the ωB97M-V functional and the def2-TZVPD basis

```
39
Properties=species:S:1:pos:R:3:forces:R:3:mulliken_spin:R:1
Ru -0.41211 -1.10904 -0.83969 -0.455 0.656 1.069 2.747
C -0.50180 5.82703 -0.90015 0.007 -0.022 0.089 -0.003
O -0.32243 5.39900 0.45848 -0.038 -0.018 -0.084 -0.015
C -0.38567 4.09745 0.71046 0.043 0.073 0.096 -0.036
C -0.20930 3.73787 2.07223 -0.005 -0.037 0.049 0.280
C -0.25345 2.40640 2.48122 0.081 0.254 0.167 0.001
C -0.45219 1.37571 1.59188 0.051 -0.150 -0.055 0.120
C -0.53725 -0.01723 2.05931 -0.133 0.111 -0.086 0.019
C -0.42661 -0.39101 3.50177 0.022 0.039 0.069 0.009
O -0.72467 -0.96046 1.27752 0.094 -0.058 -0.068 0.140
C -0.61875 1.74214 0.18849 -0.171 -0.066 -0.083 0.094
O -0.82223 0.88650 -0.71362 0.220 0.083 -0.046 0.343
C -0.59970 3.11105 -0.21500 -0.008 -0.081 0.049 0.148
H -0.43475 6.90752 -0.87722 0.014 0.035 0.003 0.000
H -1.48256 5.52504 -1.26792 -0.018 -0.004 0.006 0.001
H 0.28503 5.41738 -1.53348 0.018 -0.003 -0.004 0.001
H -0.04714 4.53119 2.79038 0.003 -0.025 -0.012 0.001
H -0.12382 2.20059 3.53269 0.011 0.059 -0.021 0.016
H -0.41168 0.43360 4.20389 -0.020 -0.024 -0.027 0.001
H 0.49242 -0.97037 3.61329 0.001 0.002 0.018 0.002
H -1.25736 -1.05468 3.73866 0.007 -0.017 -0.002 0.000
H -0.74133 3.30853 -1.26601 -0.008 -0.039 -0.021 0.000
Br 2.73459 -6.80688 -1.29437 0.061 -0.147 0.013 0.007
C 1.86615 -5.16628 -1.45356 -0.119 -0.101 -0.024 0.032
C 0.50181 -5.14974 -1.79035 -0.036 0.101 0.010 -0.005
N -0.16206 -4.02188 -1.96474 0.108 -0.134 0.070 0.033
C 0.51064 -2.89379 -1.73924 0.094 -0.320 -0.535 -0.131
C 1.85576 -2.80383 -1.39364 -0.220 0.022 0.070 0.067
C 2.55328 -3.98824 -1.25013 0.183 0.017 0.099 -0.013
C 2.46502 -1.46103 -1.07440 -0.273 0.257 0.144 -0.010
O 3.65322 -1.30525 -1.06777 0.194 0.023 0.014 0.038
O 1.56171 -0.54519 -0.76157 0.046 -0.067 -0.177 0.078
H -0.03726 -6.07637 -1.94271 0.015 0.004 0.004 0.001
H 0.04272 -2.00846 -2.29001 0.055 -0.426 -0.746 0.027
H 3.60208 -3.96541 -0.98318 -0.009 -0.011 -0.002 0.001
I -3.78612 -0.08016 -1.39620 0.024 -0.131 -0.003 0.013
C -2.33846 -1.64166 -1.35996 0.175 0.264 -0.043 -0.040
H -2.41531 -2.17725 -2.30066 -0.018 -0.059 -0.024 -0.003
H -2.62042 -2.31278 -0.54467 0.004 -0.059 0.025 0.036
```
Forces are in eV/Å.

The charge is +1. Its HOMO-LUMO gap (spin up / spin down) is 7.8 / 5.0 eV. The energy relative to the best compared isomer or geometry (same formula, charge and spin) comes out at 21.70 kJ/mol. The spin multiplicity is 5. As for the HOMO energy (spin up / spin down): -11.70 / -11.71 eV. The electronic energy is -109261.546 eV.

---

3.
Molecular formula: C16H14BrN3O
Method: DFT, the ωB97M-V functional and the def2-TZVPD basis

```
35
Properties=species:S:1:pos:R:3:forces:R:3:lowdin_charge:R:1
C -0.13719 -3.57685 0.44201 -0.006 -0.041 0.015 -0.034
C -1.12465 -2.53370 0.02918 -0.118 -0.007 0.133 -0.335
N -0.75596 -1.71670 -0.94870 0.458 -0.237 -0.129 0.132
C -1.58570 -0.77193 -1.33863 -0.642 0.283 -0.068 -0.083
C -2.83710 -0.55957 -0.76197 0.114 -0.554 -0.139 -0.151
C -3.24964 -1.44656 0.22940 0.058 0.048 -0.281 -0.020
C -2.38009 -2.44132 0.63143 -0.050 0.119 -0.073 -0.010
H -2.66636 -3.14686 1.39686 -0.022 -0.075 0.073 0.115
H -4.23346 -1.36210 0.66943 -0.042 0.052 0.064 0.123
C -3.68174 0.54952 -1.26302 0.062 -0.108 -0.083 -0.442
O -3.82763 0.78022 -2.44779 0.132 -0.019 -0.036 0.082
N -4.36202 1.32360 -0.35472 -0.214 0.599 -0.602 0.052
N -4.45240 1.38918 0.99455 -0.545 -0.014 0.846 0.043
C -3.52072 1.20020 1.84373 -0.219 -0.047 -0.052 -0.163
C -2.10355 0.92826 1.72503 0.751 0.298 -0.412 -0.078
C -1.31092 1.37552 0.73806 -0.624 0.077 0.654 -0.056
C 0.10150 1.09649 0.58058 0.673 -0.038 -0.082 -0.230
C 0.77988 0.15679 1.36191 -0.090 0.199 -0.108 -0.030
C 2.10850 -0.13073 1.13278 0.121 -0.003 0.005 -0.119
C 2.78049 0.52714 0.11494 0.156 0.022 -0.100 -0.677
C 2.13858 1.46712 -0.67383 0.278 -0.117 0.004 -0.116
C 0.80737 1.74223 -0.43896 -0.235 -0.124 0.260 -0.027
H 0.30023 2.46798 -1.05785 -0.079 0.071 -0.070 0.119
H 2.67307 1.96968 -1.46526 0.043 0.024 -0.042 0.103
Br 4.61176 0.12644 -0.20466 -0.197 0.041 0.031 0.730
H 2.62275 -0.86421 1.73480 0.041 -0.046 0.034 0.102
H 0.26197 -0.37039 2.14756 -0.071 -0.087 0.077 0.109
H -1.73791 2.00851 -0.03030 -0.106 0.003 -0.080 0.125
H -1.68292 0.37413 2.55369 0.075 -0.082 0.032 0.105
H -3.89178 1.25733 2.86329 -0.004 0.083 0.043 0.108
H -5.09026 1.88519 -0.78902 0.242 -0.278 0.048 0.155
H -1.24266 -0.13653 -2.14395 -0.050 0.129 -0.075 0.130
H 0.81935 -3.37758 -0.03139 0.049 -0.002 0.002 0.077
H -0.48409 -4.56181 0.13233 0.019 -0.111 0.013 0.083
H -0.01793 -3.58745 1.52359 0.041 -0.060 0.096 0.078
```
Forces are in eV/Å.

Its HOMO-LUMO gap is 7.9 eV. The energy relative to the best compared isomer or geometry (same formula, charge and spin) comes out at 283.60 kJ/mol. As for the structure (SMILES): Cc1ccc(C(=O)N/N=C\C=C\c2ccc(Br)cc2)cn1. The spin multiplicity is 1. As for the HOMO energy: -8.37 eV. The electronic energy is -93378.142 eV.

---

4.
Molecular formula: C16H14Cl2N2O3
Method: DFT, the ωB97M-V functional and the def2-TZVPD basis

```
37
Properties=species:S:1:pos:R:3:forces:R:3:lowdin_charge:R:1
C -1.52575 -3.25113 1.92942 0.012 -0.004 0.008 -0.068
C -0.87881 -2.77205 0.66919 -0.207 -0.010 -0.177 -0.295
C 0.43371 -2.31639 0.66933 0.334 0.135 -0.093 0.022
C 1.03662 -1.85406 -0.49532 -0.290 -0.099 -0.129 -0.283
C 0.32214 -1.89330 -1.69463 0.224 0.012 0.177 -0.010
C -0.97851 -2.34919 -1.71188 0.055 0.012 0.087 -0.100
C -1.57632 -2.76875 -0.53412 0.189 0.061 0.066 -0.634
Cl -3.22631 -3.29999 -0.57409 -0.194 -0.056 -0.028 0.692
H -1.53578 -2.37162 -2.63490 -0.070 -0.001 -0.080 0.107
H 0.80436 -1.55193 -2.59578 0.059 0.067 -0.123 0.123
O 2.29607 -1.35249 -0.57948 0.074 -0.120 -0.122 -0.028
C 2.99568 -1.01252 0.59944 0.076 0.115 0.256 -0.100
C 3.87587 0.19411 0.27257 0.027 -0.936 0.188 -0.448
O 5.07418 0.17984 0.26762 -0.192 0.039 0.029 0.135
O 3.22903 1.32346 -0.02547 -0.468 1.480 -0.634 0.025
N 1.81671 1.28792 0.13488 -0.303 -0.863 0.568 0.127
C 1.21310 2.31019 -0.35277 0.788 0.001 -0.033 -0.343
N 1.82634 3.36257 -0.93989 0.331 0.210 -0.065 0.174
H 1.30092 4.01798 -1.48901 -0.003 -0.108 -0.013 0.103
H 2.81771 3.29125 -1.10120 -0.050 0.055 -0.016 0.106
C -0.25233 2.33583 -0.20626 -0.415 -0.012 0.034 -0.147
C -0.96575 1.14032 -0.15147 0.097 0.157 -0.026 0.004
C -2.34054 1.14415 -0.02614 -0.086 0.102 0.031 -0.078
C -3.01398 2.35477 0.05236 0.334 0.036 -0.014 -0.670
C -2.31919 3.55460 0.01372 -0.174 -0.060 -0.010 -0.099
C -0.94327 3.54223 -0.11704 0.158 -0.180 -0.018 -0.028
H -0.40868 4.48050 -0.11970 0.048 0.088 0.003 0.112
H -2.85319 4.48886 0.08799 -0.064 0.063 0.013 0.106
Cl -4.73184 2.37058 0.20385 -0.220 -0.001 0.020 0.686
H -2.88724 0.21518 0.00619 -0.085 -0.102 -0.005 0.104
H -0.43039 0.20866 -0.21727 0.020 -0.117 -0.014 0.089
H 2.30974 -0.71081 1.39857 0.094 -0.126 -0.094 0.121
H 3.63653 -1.83953 0.92588 -0.076 0.197 -0.072 0.145
H 0.97817 -2.33565 1.60059 0.059 0.023 0.093 0.115
H -1.86429 -4.27956 1.81160 -0.054 -0.045 0.060 0.079
H -2.40027 -2.64307 2.15747 -0.067 -0.015 0.072 0.078
H -0.83445 -3.20097 2.76575 0.041 0.005 0.062 0.078
```
Forces are in eV/Å.

Its HOMO-LUMO gap is 9.0 eV. The energy relative to the best compared isomer or geometry (same formula, charge and spin) comes out at 175.99 kJ/mol. As for the structure (SMILES): Cc1cc(OCC(=O)O/N=C(\N)c2ccc(Cl)cc2)ccc1Cl. The spin multiplicity is 1. As for the HOMO energy: -8.61 eV. The electronic energy is -50986.104 eV.